(1)
The following is a DFT calculation (ωB97M-V with the def2-TZVPD basis set) of a 2-piece molecular cluster, C3H12N4 overall at a distorted geometry.

As for the total charge: +2. The relative energy (zero: lowest compared OMol25 entry of this formula, charge and spin) is 5.287 eV. Its spin multiplicity is 1.

Each line ends with the Mulliken charge.
Atoms and positions in Å:
N1 3.0566 1.3921 -1.9109  -0.12
H1 -1.0526 -1.9576 1.3716  0.22
H2 -0.1665 -1.2641 -1.2192  0.24
C1 -1.0949 -1.1657 -0.7965  -1.24
H3 -1.7166 0.2654 3.1232  0.28
H4 -1.1807 1.5019 -0.6218  0.38
H5 3.9462 1.1205 -2.2944  0.31
H6 0.4028 1.2047 -0.0286  0.16
N2 -1.0459 -1.0070 1.5045  0.25
H7 -1.4418 -1.3803 3.4354  0.26
H8 3.0904 2.3502 -1.5842  0.32
N3 2.0024 0.7364 -1.6950  0.13
C2 -0.6340 1.0768 0.2497  -0.95
C3 -0.9474 -0.3155 0.3438  1.09
H9 -1.8710 -1.0108 -1.5489  0.39
H10 -0.6519 1.6366 1.1652  0.40
H11 1.9832 -0.2768 -1.8026  0.31
H12 -1.3919 -2.2838 -0.4765  0.31
N4 -1.2864 -0.6230 2.7848  -0.74

Atomic forces in eV per Å
N -2.94 -1.87 0.96
H -0.39 -2.81 -0.06
H 2.23 -0.25 -1.80
C -2.29 -4.36 0.13
H 0.57 -0.88 -1.48
H 0.08 0.16 0.94
H 0.73 -1.33 -0.52
H 0.45 -0.38 -0.28
N -0.98 4.70 -1.64
H 0.17 -0.14 -0.33
H -0.71 0.79 -0.10
N 2.43 2.88 0.39
C -0.16 1.52 -0.86
C -0.73 -2.05 4.47
H 0.16 0.91 0.18
H -0.78 0.35 0.38
H 1.01 -0.40 -1.09
H 0.77 2.35 -0.55
N 0.39 0.82 1.27



(2)
The following is a DFT calculation (ωB97M-V with the def2-TZVPD basis set) of one molecule with the formula CH5BO3 at a distorted geometry.

The relative energy (zero: lowest compared OMol25 entry of this formula, charge and spin) is 0.385 eV. Its spin multiplicity is 1. As for the SMILES: COB(O)O.

Each line ends with the Mulliken charge.
Atoms and positions in Å:
O1 0.9136 1.1605 -0.0345  -0.54
C1 -1.3554 -0.4049 0.0477  -0.62
H1 1.5852 1.7471 0.1476  0.26
H2 -1.2533 0.5372 0.4610  0.29
H3 -2.1499 -1.0649 0.2879  0.26
H4 3.0557 -0.3270 0.2914  0.28
O2 0.0487 -1.0747 0.0902  -0.40
H5 -1.4044 -0.3034 -1.0189  0.28
B1 1.1064 -0.2369 -0.0719  0.69
O3 2.3292 -0.8607 -0.0152  -0.52

Atomic forces in eV per Å
O -2.52 -2.75 -0.81
C 3.44 -2.04 -2.61
H 2.44 1.60 0.40
H -0.34 1.57 1.31
H -0.19 -0.63 1.11
H 0.29 0.29 -0.12
O -2.43 0.87 0.12
H -0.67 0.55 -0.63
B 0.06 0.69 1.52
O -0.07 -0.14 -0.29



(3)
The following is a DFT calculation (ωB97M-V with the def2-TZVPD basis set) of one molecule with the formula C3H5NO4 at a distorted geometry.

The relative energy (zero: lowest compared OMol25 entry of this formula, charge and spin) is 5.153 eV. Its spin multiplicity is 1. As for the SMILES: O=C1COCON1O.

Each line ends with the Mulliken charge.
Atoms and positions in Å:
H1 -0.4596 0.9645 1.3800  0.29
H2 -0.5552 -1.4557 -1.4531  0.22
O1 0.0204 1.2134 -0.5173  -0.37
C1 -0.9224 0.7322 0.4260  -0.12
H3 2.8677 0.7920 0.6680  0.36
O2 -1.2365 -0.5579 0.1827  -0.38
C2 1.2433 -0.8027 -0.0966  0.58
H4 -0.1853 -2.3506 0.0128  0.31
H5 -1.7678 1.4219 0.2777  0.26
O3 2.2038 -1.4770 0.2213  -0.60
N1 1.2629 0.5104 -0.4096  0.26
C3 -0.1886 -1.4375 -0.4171  -0.40
O4 2.1888 1.3475 0.2379  -0.41

Atomic forces in eV per Å
H -0.07 -0.52 0.74
H 1.12 -0.21 0.05
O 1.80 -0.71 -0.82
C 0.90 1.54 -0.06
H -0.47 -0.35 -0.31
O -0.29 -2.12 0.15
C -1.63 -2.12 -1.54
H -0.35 -2.86 1.55
H -0.04 -0.60 0.03
O -0.33 0.87 0.33
N -0.53 1.81 0.49
C 0.03 5.13 -0.53
O -0.13 0.14 -0.08



(4)
The following is a DFT calculation (ωB97M-V with the def2-TZVPD basis set) of one molecule with the formula C15H16F9NO4S.

Its spin multiplicity is 1. The total energy comes out at -60784.98315 eV. As for the SMILES: CCNC1=CC(=O)C(CCC(=O)O)=C(CCC(F)(F)C(F)(F)S(F)(F)(F)(F)F)C1=O.

Each line ends with the Mulliken charge.
Atoms and positions in Å:
C1 0.2088 0.8277 1.2400  0.72
C2 -0.9422 0.4393 2.1265  -1.19
H1 -0.1633 2.7065 -3.4440  0.31
C3 -2.8284 -0.8281 0.8613  1.15
C4 2.3063 0.9898 -0.6865  -0.86
C5 -0.7547 3.8551 -0.8120  -0.84
F1 -3.6936 -2.9111 -1.2740  -0.31
F2 -3.6908 -1.8369 1.1486  -0.31
F3 -1.9290 -3.9136 -2.1672  -0.31
H2 3.7051 -2.2255 2.2593  0.23
F4 -1.4779 -0.0322 -0.8806  -0.15
H3 -1.4261 4.7028 -0.6926  0.47
O1 2.1405 3.3014 -0.2265  -0.62
C6 3.6442 -2.8040 1.3443  -1.04
F5 -3.5801 -0.3149 -1.3182  -0.30
C7 1.3352 -0.1596 1.2061  0.43
N1 2.6500 -1.4130 -0.5256  -0.14
H4 -0.8608 -1.5691 1.3318  0.58
H5 4.3739 -3.6131 1.3647  0.39
C8 3.8861 -1.9354 0.1034  -0.33
H6 -1.6600 1.2510 2.1863  0.51
H7 2.8120 -1.2824 -1.5169  0.34
H8 2.9146 1.1024 -1.5749  0.47
H9 2.6571 -3.2537 1.2664  0.22
F6 -2.5164 -1.9034 -2.9113  -0.31
S1 -2.1795 -2.5119 -1.4902  1.39
C9 0.3377 1.9743 0.5585  0.64
F7 -3.5100 0.3357 1.0880  -0.34
F8 -1.7983 -3.1596 -0.0877  -0.33
O2 -2.4843 2.8506 -2.1127  -0.49
C10 -1.3199 3.0069 -1.9190  0.42
C11 -1.6031 -0.9042 1.7659  -1.17
H10 -0.5286 0.3229 3.1313  0.36
H11 0.2360 4.1951 -1.0940  0.44
C12 -2.5340 -0.8248 -0.6758  0.23
H12 -0.6086 3.7520 1.3318  0.48
C13 -0.7155 3.0508 0.5015  -0.96
C14 1.6472 2.1951 -0.1428  -0.17
H13 -1.6955 2.5829 0.6136  0.31
O3 -0.3712 2.2744 -2.6060  -0.37
H14 4.5727 -1.1151 0.3283  0.28
C15 2.1535 -0.1787 -0.0504  0.18
H15 4.3511 -2.5658 -0.6535  0.46
O4 1.5339 -0.9119 2.1356  -0.60
F9 -0.6488 -2.1567 -1.7090  -0.31
H16 -1.9453 -1.3918 2.6782  0.44

Atomic forces in eV per Å
C -0.05 0.19 -0.10
C 0.25 0.08 0.13
H -0.06 -0.14 -0.05
C 0.07 0.01 0.09
C -0.15 -0.15 0.13
C 0.00 -0.01 -0.14
F -0.05 -0.05 -0.08
F 0.07 0.21 -0.04
F -0.02 0.07 0.00
H -0.08 -0.07 0.09
F 0.04 0.13 -0.11
H 0.01 0.02 0.08
O -0.09 -0.10 -0.17
C 0.04 0.08 -0.40
F -0.07 -0.02 -0.04
C 0.04 -0.13 0.13
N 0.04 0.62 0.16
H -0.07 -0.09 -0.03
H 0.11 0.06 0.13
C -0.20 -0.41 0.17
H -0.13 -0.09 0.00
H 0.08 -0.14 0.01
H 0.12 0.04 0.07
H -0.04 -0.01 0.12
F 0.00 -0.01 -0.01
S 0.14 0.04 0.04
C -0.06 -0.19 0.13
F 0.12 -0.20 -0.06
F 0.00 -0.11 0.05
O -0.23 0.09 -0.23
C -0.07 -0.29 0.38
C 0.02 0.13 0.05
H -0.01 -0.03 -0.02
H 0.03 0.16 0.13
C -0.20 -0.01 0.13
H 0.16 -0.01 0.00
C -0.09 0.08 -0.12
C -0.03 0.07 0.01
H 0.01 0.02 0.11
O 0.30 0.12 -0.12
H 0.08 0.01 -0.03
C 0.19 -0.13 -0.27
H 0.02 0.10 -0.10
O -0.14 0.05 -0.23
F 0.02 -0.04 0.01
H -0.10 0.03 -0.01



(5)
The following is a DFT calculation (ωB97M-V with the def2-TZVPD basis set) of a 2-piece molecular cluster, C5H13NO overall at a distorted geometry.

The relative energy (zero: lowest compared OMol25 entry of this formula, charge and spin) is 3.303 eV. Its spin multiplicity is 1. As for the SMILES: C=C(C)CN.CO.

Each line ends with the Mulliken charge.
Atoms and positions in Å:
O1 -1.6755 -2.3336 -1.1017  -0.51
H1 -1.5419 -1.5330 -1.6209  0.35
C1 -0.7681 -2.3322 -0.0228  -0.36
H2 -2.0843 0.3906 0.1756  0.35
C2 -0.0851 1.0357 0.4252  1.10
H3 1.4436 2.4521 0.8638  0.38
H4 0.2612 -2.5377 -0.3426  0.21
H5 -1.6292 0.7695 1.8453  0.39
H6 2.4101 0.4936 -0.6590  0.22
C3 0.3853 0.6263 -0.9157  -0.04
H7 -0.2860 1.0233 -1.6878  0.31
H8 1.9602 0.7870 -2.2066  0.25
H9 1.6553 0.9060 1.6711  0.29
C4 0.9072 1.6444 1.3617  -1.51
H10 -1.0014 -1.2187 0.6307  0.13
C5 -1.2566 0.4840 0.8717  -1.49
H11 -1.0448 -3.1660 0.6151  0.28
H12 0.4151 2.0243 2.2548  0.40
N1 1.7486 0.9973 -1.2392  -0.63
H13 0.1860 -0.5129 -0.9188  -0.11

Atomic forces in eV per Å
O -0.15 -0.10 -0.51
H -0.01 -0.11 0.05
C -0.98 2.06 1.60
H 0.16 -0.89 -0.30
C -0.90 -1.37 1.41
H 0.00 0.02 0.06
H 0.00 0.46 0.12
H 0.22 -0.20 0.37
H -0.02 0.02 -0.11
C -0.59 -1.43 -0.95
H 0.13 0.06 0.05
H 0.00 -0.01 0.10
H 0.02 0.04 -0.01
C 0.01 0.08 0.07
H 1.40 -3.47 -1.50
C 0.16 3.27 -0.43
H -0.17 0.03 0.20
H 0.03 -0.02 0.02
N 0.11 0.07 0.00
H 0.58 1.47 -0.23



(6)
The following is a DFT calculation (ωB97M-V with the def2-TZVPD basis set) of C12H29N4O5V as an isolated structure at a distorted geometry.

As for the total charge: +1. Its spin multiplicity is 4. Its expectation value of S² is 3.771. The total energy comes out at -54789.74259 eV.

Each line ends with the Mulliken charge.
Atoms and positions in Å:
C1 0.9803 -2.7394 -1.4892  -0.75
H1 -3.2720 -0.7736 1.9858  0.43
H2 -2.3891 2.8401 -2.6871  0.35
H3 -0.9559 2.5362 -3.6868  0.32
H4 -1.8083 -3.0567 -1.1726  0.19
H5 -1.9709 2.9603 -0.2237  0.33
H6 -1.2257 -2.4665 -2.7359  0.34
H7 2.0125 5.8453 1.6774  0.34
H8 -1.8982 -4.1263 -2.5922  0.33
C2 -3.0785 -3.0704 3.0825  -1.06
C3 1.7262 3.2948 1.6674  0.47
N1 -0.8187 1.9112 -1.6850  0.16
O1 -0.6116 -4.1214 2.2301  -0.60
C4 -0.8364 -2.9335 2.1649  0.20
H9 -1.7643 -0.7531 1.1103  0.10
C5 0.4594 1.4765 -1.7276  0.76
H10 -0.9624 1.6572 0.4236  0.14
C6 -1.5795 2.1438 -2.8869  -0.98
H11 -1.8375 -0.1549 2.7731  0.30
H12 -0.0877 -2.2422 1.7224  0.23
H13 3.6218 2.2483 0.4082  0.05
H14 3.6191 5.8476 0.9795  0.31
N2 0.0314 -3.7872 -1.7828  0.18
O2 0.7949 3.7552 2.2856  -0.61
C7 -2.1996 -0.9375 2.0971  -0.81
N3 2.6672 3.9887 0.9926  0.05
C8 0.4288 -5.0791 -1.9285  0.13
H15 0.8343 0.2643 0.7297  0.14
C9 3.5291 3.2820 0.0792  -0.65
H16 0.5033 -2.0280 -0.8143  0.12
C10 -1.3159 -3.3555 -2.1057  -0.87
O3 -0.3097 -6.0011 -2.1800  -0.56
V1 3.2437 -0.8588 1.5592  1.31
C11 -1.5594 1.9724 -0.4351  -0.76
H17 3.1367 3.3380 -0.9406  0.33
O4 1.6422 -0.2521 0.8272  -0.53
O5 0.9861 1.0745 -2.7326  -0.62
N4 -1.9789 -2.3047 2.5113  0.10
C12 2.6250 5.4146 0.8895  -0.95
H18 1.2500 -2.2244 -2.4168  0.37
H19 0.8835 1.4895 -0.7133  -0.33
H20 -3.6746 -2.4140 3.7115  0.42
H21 1.8628 -3.1789 -1.0249  0.24
H22 1.8795 2.1974 1.6067  0.05
H23 -2.4033 1.2716 -0.4784  0.36
H24 1.5215 -5.1979 -1.8188  0.26
H25 -3.6982 -3.5124 2.2996  0.33
H26 2.1488 5.6940 -0.0561  0.34
H27 -2.6755 -3.8769 3.6886  0.34
H28 4.5175 3.7438 0.0701  0.34
H29 -1.9936 1.1991 -3.2580  0.30

Atomic forces in eV per Å
C -0.42 -0.21 -0.46
H 0.03 -0.04 -0.02
H -0.01 0.03 0.08
H 0.16 0.06 0.14
H -0.22 -0.03 -0.13
H 0.17 0.06 -0.08
H -0.23 -0.09 -0.14
H -0.05 -0.24 0.12
H 0.15 -0.20 -0.05
C 0.11 -0.03 -0.02
C -0.20 0.22 0.06
N -0.08 0.61 0.92
O 0.08 -0.03 0.37
C -0.03 -0.03 -0.58
H 0.03 -0.07 0.04
C -1.57 -0.19 -0.05
H 0.23 0.19 -0.11
C -0.09 -0.57 -0.60
H 0.09 -0.30 0.22
H -0.08 0.14 0.08
H 0.00 -0.13 -0.18
H 0.09 -0.09 -0.21
N 0.12 -0.34 -0.11
O -0.09 0.01 0.11
C -0.32 0.41 -0.34
N 0.13 -0.87 0.37
C -0.29 0.09 -0.10
H 0.13 -0.01 0.28
C 0.19 0.45 -0.20
H 0.20 0.08 0.11
C 0.34 0.50 0.57
O 0.05 -0.05 -0.06
V -2.63 0.95 -1.07
C -0.32 -0.25 -0.02
H 0.06 -0.26 -0.03
O 2.48 -1.17 0.97
O 1.06 0.03 -0.26
N 0.25 0.00 0.20
C -0.57 0.77 -0.09
H 0.20 0.23 0.19
H 0.52 -0.01 -0.02
H -0.07 -0.02 -0.01
H 0.08 0.08 0.02
H 0.16 0.02 -0.05
H 0.05 0.08 -0.05
H -0.01 -0.05 0.16
H -0.06 0.05 0.03
H 0.27 0.19 -0.05
H 0.03 -0.01 -0.01
H 0.03 -0.10 0.08
H -0.14 0.13 0.01